Entry 1:
Below is a cluster of 2 separate species, C4H5N3O in total, with properties calculated with ωB97M-V/def2-TZVPD.

- HOMO energy: -9.67 eV
- Frontier orbital gap: 9.970 eV
- SMILES string: N#Cc1ncco1.N
- Total energy: -10745.232 eV

ORCA input file:
```
! RIJCOSX wB97M-V def2-TZVPD def2/J DEFGRID3
* xyz 0 1
O -0.82 -1.64 -0.13
N 0.06 2.17 -1.06
N -2.47 1.23 0.76
N 0.65 -0.39 0.97
C 0.29 -2.33 -0.07
C -1.62 0.45 0.74
C -0.60 -0.52 0.50
C 1.20 -1.57 0.64
H -0.53 2.66 -0.36
H 0.48 -3.24 -0.45
H 0.20 2.80 -1.84
H 0.99 2.15 -0.63
H 2.17 -1.77 0.92
*
```

=====

Entry 2:
Below is a cluster of 2 separate species, C8H8N4O3 in total, with properties calculated with ωB97M-V/def2-TZVPD.

- HOMO energy (alpha / beta): -7.97 / -7.97 eV
- Frontier orbital gap (alpha / beta): 8.012 / 8.013 eV
- Total energy: -20522.020 eV

ORCA input file:
```
! RIJCOSX wB97M-V def2-TZVPD def2/J DEFGRID3
* xyz 0 1
O 1.89 -0.37 -1.47
O 0.88 1.25 -0.45
O -2.15 1.36 -3.32
N -0.86 0.49 1.36
N -1.15 2.23 -1.61
N 1.29 0.10 -0.52
N 0.10 -1.30 2.63
C 2.12 -2.40 1.92
C 2.10 -1.65 0.79
C -1.83 1.18 -1.09
C -2.54 0.69 -2.15
C -1.36 2.30 -2.96
C 1.09 -2.12 2.82
C 0.07 -0.43 1.55
C 1.04 -0.69 0.60
H -3.25 -0.17 -2.12
H -1.45 0.57 2.21
H 2.86 -1.80 0.13
H -0.55 2.69 -0.91
H 1.23 -2.74 3.71
H -1.09 2.96 -3.81
H -1.31 0.98 0.39
H 2.86 -3.12 2.30
*
```

=====

Entry 3:
Below is the ion C2H7N2 with charge +1, with properties calculated with ωB97M-V/def2-TZVPD.

- HOMO energy: -13.11 eV
- Frontier orbital gap: 9.356 eV
- SMILES string: N/C=C/[NH3+]
- Total energy: -5160.234 eV

ORCA input file:
```
! RIJCOSX wB97M-V def2-TZVPD def2/J DEFGRID3
* xyz 1 1
N 0.94 -0.43 -1.37
N -1.09 0.56 1.61
C -0.04 0.10 0.87
C -0.15 -0.03 -0.49
H -1.03 0.67 2.60
H -1.99 0.77 1.15
H 0.90 0.06 1.45
H 1.53 0.38 -1.65
H -1.11 -0.02 -1.02
H 1.47 -1.16 -0.89
H 0.56 -0.90 -2.26
*
```

=====

Entry 4:
Below is a structure of composition C36H39N2, with properties calculated with ωB97M-V/def2-TZVPD.

- HOMO energy: -10.47 eV
- Frontier orbital gap: 7.494 eV
- Total energy: -40936.993 eV

ORCA input file:
```
! RIJCOSX wB97M-V def2-TZVPD def2/J DEFGRID3
* xyz 1 1
N 0.21 -3.54 -0.14
N -0.75 0.96 -0.54
C -2.75 -0.45 -1.10
C 4.18 0.18 -1.92
C 3.84 2.35 -0.96
C 0.86 0.11 -0.02
C 5.42 2.15 -2.89
C 4.47 1.55 -1.92
C 1.04 -1.57 -2.99
C -0.44 0.93 -2.07
C 2.75 1.87 -0.24
C 0.61 0.68 5.34
C 0.69 -1.33 -0.36
C -2.80 2.12 -1.40
C -1.58 0.55 -2.96
C -0.19 -4.79 0.49
C 0.06 -4.20 -2.54
C 0.52 -2.40 0.55
C -2.84 3.50 3.37
C 0.20 -3.28 -1.51
C 3.13 -0.31 -1.14
C 0.60 -1.92 -1.70
C -1.39 1.09 3.39
C -2.70 0.37 1.26
C 0.57 -2.43 2.02
C -0.91 -0.21 3.67
C -2.85 0.70 -2.10
C -3.19 2.45 2.50
C -1.51 2.31 -0.55
C 0.03 1.94 5.20
C 0.94 -2.51 -4.03
C 0.41 -3.79 -3.83
C -0.99 2.18 4.25
C 2.24 0.57 -0.48
C 0.13 -0.40 4.57
C -1.81 -0.03 0.03
C -2.34 1.35 2.35
C -1.71 3.40 4.17
H -1.61 1.22 -3.83
H -0.43 -5.51 -0.31
H -3.67 0.71 0.86
H 1.31 -2.23 -5.02
H 0.64 0.40 1.02
H -1.44 -0.47 -3.33
H -1.06 -4.62 1.13
H 1.55 -0.62 -3.20
H -0.11 1.95 -2.31
H -1.73 2.68 0.46
H -3.76 0.61 -2.70
H 2.98 -1.39 -1.12
H -2.34 -1.36 -1.56
H -0.32 -5.19 -2.34
H -3.71 2.29 -0.79
H 0.33 -4.47 -4.67
H 0.83 -1.44 2.39
H -1.43 -1.07 3.22
H -1.28 -0.92 0.40
H -1.39 4.24 4.79
H 5.20 1.86 -3.93
H 1.31 -3.14 2.43
H 5.36 3.23 -2.85
H -3.48 4.39 3.41
H 0.63 -5.20 1.10
H -0.43 -2.72 2.41
H -2.82 2.88 -2.21
H 4.21 3.37 -0.79
H 1.43 0.50 6.05
H 0.57 -1.39 4.69
H 6.44 1.83 -2.67
H -0.87 3.08 -1.00
H -3.74 -0.73 -0.71
H 2.23 2.49 0.49
H 0.47 0.39 -2.22
H -2.94 -0.59 1.76
H -4.13 2.52 1.92
H 0.37 2.76 5.83
H 4.72 -0.53 -2.56
*
```

=====

Entry 5:
Below is a cluster of 2 separate species, C6H16NO2P in total, with properties calculated with ωB97M-V/def2-TZVPD.

- HOMO energy: -10.15 eV
- Frontier orbital gap: 10.922 eV
- SMILES string: CC(C)(C)C[P@@H](=O)O.C=N
- Total energy: -21354.623 eV

ORCA input file:
```
! RIJCOSX wB97M-V def2-TZVPD def2/J DEFGRID3
* xyz 0 1
P 1.73 0.43 0.05
O 2.24 -0.20 1.23
O 2.60 0.11 -1.26
N 1.84 -2.67 -0.81
C -2.37 0.57 -0.64
C -1.05 0.39 1.52
C 0.09 0.12 -0.56
C -1.08 0.88 0.13
C -0.85 2.40 0.06
C 1.33 -2.98 0.26
H -2.63 1.29 -1.31
H -1.21 -0.71 1.45
H 1.00 -4.07 0.53
H 0.07 -0.96 -0.48
H -3.27 0.26 -0.05
H -1.92 0.67 2.21
H 2.69 -0.82 -1.05
H -0.11 0.71 2.05
H -2.22 -0.21 -1.32
H -1.67 3.14 0.45
H 1.48 -2.37 1.01
H 0.26 0.38 -1.66
H 2.04 1.70 0.01
H 1.75 -3.33 -1.54
H -0.74 2.70 -0.93
H -0.01 2.59 0.65
*
```

=====

Entry 6:
Below is a cluster of 2 separate species, C3H8OS2 in total, with properties calculated with ωB97M-V/def2-TZVPD.

- HOMO energy: -8.60 eV
- Frontier orbital gap: 8.979 eV
- SMILES string: CC=O.CSS
- Total energy: -26956.281 eV

ORCA input file:
```
! RIJCOSX wB97M-V def2-TZVPD def2/J DEFGRID3
* xyz 0 1
S 2.63 0.69 -1.05
S 3.08 2.28 -2.35
O -4.18 -0.05 1.09
C -4.25 -1.29 1.22
C -3.88 -2.04 2.65
C 5.02 2.24 -2.11
H 5.46 2.43 -3.14
H -2.71 -2.21 2.70
H -4.40 -2.93 2.56
H -4.60 -1.43 3.33
H 1.83 -0.21 -1.69
H -4.61 -1.84 0.21
H 5.37 3.16 -1.60
H 5.22 1.21 -1.81
*
```

=====

Entry 7:
Below is an isolated molecule of C4H9N, with properties calculated with ωB97M-V/def2-TZVPD.

- HOMO energy: -8.91 eV
- Frontier orbital gap: 10.074 eV
- SMILES string: C1CCNC1
- Total energy: -5783.779 eV

ORCA input file:
```
! RIJCOSX wB97M-V def2-TZVPD def2/J DEFGRID3
* xyz 0 1
N 0.79 1.03 0.52
C 0.18 1.01 -0.81
C 0.06 0.05 1.31
C -0.37 -1.06 0.34
C -0.42 -0.39 -1.04
H -0.81 0.53 1.77
H -1.32 -1.52 0.63
H 0.66 -0.35 2.13
H 0.93 1.30 -1.56
H 0.19 -0.94 -1.75
H -1.43 -0.33 -1.44
H -0.57 1.81 -0.89
H 0.35 -1.89 0.35
H 1.76 0.76 0.46
*
```

=====

Entry 8:
Below is a structure of composition C7H8N2S, with properties calculated with ωB97M-V/def2-TZVPD.

- HOMO energy: -9.20 eV
- Frontier orbital gap: 10.054 eV
- Total energy: -21202.565 eV

ORCA input file:
```
! RIJCOSX wB97M-V def2-TZVPD def2/J DEFGRID3
* xyz 0 1
S -2.25 1.29 -0.78
N 0.63 -0.44 -0.61
N -0.81 1.81 -1.32
C 0.33 -1.70 -1.23
C 0.79 -2.74 -0.26
C -0.79 2.48 0.88
C 1.18 -0.69 0.52
C -2.01 1.88 0.81
C -0.14 2.41 -0.37
C 1.31 -2.10 0.80
H 1.74 -2.51 1.69
H -0.74 -1.75 -1.45
H 0.70 -3.79 -0.43
H -0.37 2.94 1.77
H 0.84 2.79 -0.59
H 1.49 0.11 1.17
H 0.86 -1.76 -2.18
H -2.76 1.76 1.57
*
```